The following is a quantum chemistry calculation of a cluster of 2 separate species, C7H10 in total, from the OMol25 dataset.

Computed properties:
2S+1 = 1
LUMO level = 1.1487 eV
Total charge = 0
E_HOMO = -8.54 eV
Energy above the lowest of the compared OMol25 structures with the same formula, charge and spin = 91.9 kcal/mol
Frontier orbital gap = 9.68 eV

Each line ends with the Mulliken charge.
Cartesian coordinates (Å):
C: 0.58 0.32 -2.21  -0.77
C: -0.47 0.36 -1.41  0.64
C: -1.82 -0.09 -1.14  -0.54
C: -1.79 -0.05 0.35  -0.29
C: -1.21 1.10 -0.40  -0.47
H: 1.40 1.03 -2.10  0.28
H: 0.66 -0.42 -3.00  0.24
H: -2.68 -0.12 -1.79  0.26
H: -1.12 -0.72 0.90  0.16
H: -2.75 0.13 0.84  0.25
H: -1.54 2.13 -0.40  0.25
C: 1.79 -0.27 1.16  -0.50
C: 1.79 -0.93 2.31  -0.44
H: 2.10 -0.74 0.23  0.23
H: 1.46 0.76 1.09  0.22
H: 2.12 -1.96 2.38  0.24
H: 1.47 -0.45 3.24  0.24

---

The following is a quantum chemistry calculation of a cluster of 2 separate species, C3H10NOS in total in a non-equilibrium geometry, from the OMol25 dataset.

Computed properties:
2S+1 = 1
LUMO level = 4.1313 eV
Total charge = -1
E_HOMO = -2.94 eV
Energy above the lowest of the compared OMol25 structures with the same formula, charge and spin = 26.2 kcal/mol
Frontier orbital gap = 7.07 eV

Each line ends with the Mulliken charge.
Cartesian coordinates (Å):
C: -1.23 -2.96 -0.04  -0.76
S: -1.03 -1.13 0.21  -0.52
H: -0.72 -3.25 -0.92  0.21
H: -1.00 -3.52 0.88  0.19
H: -2.30 -3.20 -0.20  0.21
C: 0.04 1.95 -0.26  -0.41
O: -1.22 1.88 0.39  -0.52
C: 1.12 1.30 0.60  -0.54
N: 1.81 0.32 -0.23  -0.68
H: 0.07 1.51 -1.25  0.26
H: 0.17 3.06 -0.36  0.28
H: -1.47 0.91 0.42  0.16
H: 1.87 2.04 0.91  0.26
H: 0.65 0.73 1.39  0.43
H: 1.12 -0.42 -0.48  0.22
H: 2.12 0.78 -1.06  0.20

---

The following is a quantum chemistry calculation of a structure of composition C2H13O7Zn, from the OMol25 dataset.

Computed properties:
2S+1 = 1
LUMO level = -3.6918 eV
Total charge = +1
E_HOMO = -12.30 eV
Energy above the lowest of the compared OMol25 structures with the same formula, charge and spin = 0.0 kcal/mol
Frontier orbital gap = 8.61 eV

Each line ends with the Mulliken charge.
Cartesian coordinates (Å):
Zn: 0.47 0.47 0.26  0.69
C: -1.50 -2.43 -1.45  -0.96
C: -0.97 -1.03 -1.58  0.89
O: -1.70 -0.17 -2.06  -0.69
O: 0.24 -0.78 -1.16  -0.70
H: -0.81 -3.11 -0.94  0.29
H: -1.81 -2.80 -2.42  0.33
H: -2.41 -2.40 -0.84  0.30
O: -0.32 2.01 -0.90  -0.40
H: 0.01 2.87 -1.17  0.26
H: -1.02 1.76 -1.52  0.33
O: -1.49 -0.07 1.10  -0.45
H: -2.20 0.53 1.36  0.28
H: -1.89 -0.95 1.03  0.27
O: 0.62 1.91 1.83  -0.42
H: 0.18 2.00 2.68  0.27
H: 1.18 2.69 1.74  0.30
O: 1.35 -0.95 1.52  -0.41
H: 1.52 -1.83 1.16  0.31
H: 1.87 -0.87 2.32  0.29
O: 2.53 0.94 -0.40  -0.42
H: 2.95 1.77 -0.63  0.30
H: 3.19 0.44 0.09  0.32

---

The following is a quantum chemistry calculation of a structure of composition C3H6N2O2S in a non-equilibrium geometry, from the OMol25 dataset.

Computed properties:
2S+1 = 1
LUMO level (spin up / spin down) = -1.4245 / -1.7415 eV
Total charge = 0
E_HOMO (spin up / spin down) = -8.93 / -9.03 eV
Energy above the lowest of the compared OMol25 structures with the same formula, charge and spin = 160.8 kcal/mol
Frontier orbital gap (spin up / spin down) = 7.51 / 7.29 eV

Each line ends with the Mulliken charge.
Cartesian coordinates (Å):
C: -0.14 -0.83 0.55  -0.22
C: 0.26 -0.01 1.80  -0.43
C: -0.67 0.20 -0.41  -0.16
N: -0.04 1.39 1.61  -0.34
N: -1.10 -0.04 -1.70  0.97
O: -1.48 0.93 -2.35  -0.65
O: -1.09 -1.20 -2.10  -0.60
S: -0.65 1.74 0.23  0.29
H: 0.71 -1.36 0.11  0.30
H: -0.91 -1.58 0.77  0.32
H: -0.27 -0.33 2.70  0.27
H: 1.33 -0.08 2.01  0.23
H: 2.03 0.49 -1.23  -0.20
H: 2.04 0.68 -1.99  0.21